22
Properties=species:S:1:pos:R:3:forces:R:3:lowdin_charge:R:1 method="wB97M-V/def2-TZVPD" smiles="O=C=NC[C@]12CCOC[C@H]1C2" de_lowest_kj_mol=373.4 energy_ev=-14056.2135 lumo_energy_ev=0.68 mol_weight_g_mol=153.2
O -4.75298 -0.13530 0.07036 -0.8 0.7 1.3 0.1542
C -3.73335 0.01393 -0.46318 0.2 -1.3 -1.5 -0.3165
N -2.84294 -0.16418 -1.24914 0.6 0.6 0.0 0.1516
C -1.56472 0.29850 -1.68948 1.1 -0.9 4.4 -0.1170
C -0.43972 0.12250 -0.60829 0.1 -2.0 -1.0 -0.3383
C -0.24296 -1.39075 -0.22298 -4.7 2.9 3.2 -0.0914
C 0.36732 -1.41397 1.18858 -2.6 -2.7 -0.1 -0.2026
O -0.19642 -0.45041 2.03796 0.5 -0.7 0.2 -0.1266
C 0.21712 0.85735 1.78901 2.2 0.2 -2.1 -0.1680
C -0.10332 1.22140 0.29417 -0.4 1.9 1.6 -0.1901
C 0.97243 0.78485 -0.66417 -2.8 2.0 -3.4 -0.0416
H -1.53315 1.28604 -1.90404 -0.4 3.2 -1.1 0.0865
H -1.21884 -0.25428 -2.45566 0.5 -1.9 -3.0 0.0871
H 0.33113 -1.80561 -0.93197 2.2 -1.8 -2.5 0.0712
H -1.28474 -1.88438 -0.21641 1.6 0.6 0.0 0.1384
H 0.03555 -2.45942 1.64219 1.5 2.1 -0.6 0.1676
H 1.38697 -1.20065 1.03729 1.7 -0.4 0.6 0.0915
H 1.38003 1.12928 1.86570 -2.0 -1.3 0.3 0.1621
H -0.24983 1.31196 2.59560 -1.1 2.0 0.9 0.0941
H -0.64182 2.24325 0.03984 1.3 -2.1 0.7 0.1819
H 1.12781 1.41816 -1.59148 0.1 -0.7 1.4 0.1251
H 1.74264 0.10868 -0.44858 1.0 -0.5 0.7 0.0806